# 1
Here is C47H40N9O2ReS2 as an isolated structure in a non-equilibrium geometry from the Open Molecules 2025 dataset. Energies are from ωB97M-V with the def2-TZVPD basis set.

- 2S+1: 4
- HOMO energy (alpha / beta): -15.2640 / -14.8741 eV
- Orbital gap (alpha / beta): 7.357 / 4.611 eV
- LUMO (alpha / beta): -7.907 / -10.264 eV
- Charge: +3

Element x y z (Å)
Re -1.0962 0.2164 0.6150
C 0.7640 2.8026 2.4749
C -0.6663 3.0793 2.1664
C -1.1355 4.3710 2.4177
C -2.4660 4.6758 2.2361
C -3.3231 3.6453 1.8777
C -2.8061 2.3848 1.6218
N -1.4752 2.1231 1.7014
C -3.6738 1.2245 1.3768
C -5.0571 1.3048 1.2367
C -5.7944 0.1371 1.1269
C -5.1511 -1.0785 1.2870
C -3.7665 -1.1013 1.4526
N -3.0427 0.0313 1.3787
C -3.0557 -2.3135 1.8877
C -3.5533 -3.6022 1.7284
C -2.8596 -4.6495 2.3194
C -1.7434 -4.3751 3.0843
C -1.3074 -3.0475 3.2040
C -0.1749 -2.6819 4.1011
N -1.9318 -2.0723 2.5689
H 1.0033 3.2388 3.4437
H 0.9593 1.7357 2.5147
H 1.4093 3.2891 1.7434
H -0.4362 5.1144 2.7665
H -2.8333 5.6740 2.4098
H -4.3794 3.8284 1.8127
H -5.5588 2.2559 1.2116
H -6.8615 0.1804 0.9725
H -5.7221 -1.9912 1.3296
H -4.4466 -3.7940 1.1571
H -3.2099 -5.6639 2.2106
H -1.2194 -5.1686 3.5954
H -0.5093 -2.7793 5.1324
H 0.6770 -3.3442 3.9765
H 0.1152 -1.6495 3.9386
N -3.2066 3.0185 -2.6867
C -3.1679 2.1920 -1.6283
N -1.9790 2.0975 -1.0755
C -1.1814 2.9768 -1.7919
C 0.1299 3.4073 -1.6021
C 0.6550 4.2958 -2.5156
C -0.0926 4.7793 -3.5939
C -1.4125 4.4208 -3.7662
C -1.9446 3.5362 -2.8390
H -4.0146 3.2553 -3.2434
H -4.0536 1.6867 -1.2852
H 0.7097 3.0809 -0.7559
H 1.6697 4.6450 -2.3928
H 0.3683 5.4667 -4.2850
H -2.0136 4.8121 -4.5713
N 4.0546 -0.0259 -4.5872
C 4.1147 -0.0787 -3.2543
O 5.1005 -0.3835 -2.6128
C 2.8358 0.2376 -2.5194
C 2.9406 0.8419 -1.2704
C 1.8232 0.9485 -0.4729
N 0.6204 0.4736 -0.8289
C 0.4977 -0.0080 -2.0696
C 1.5658 -0.1424 -2.9406
H 4.8883 -0.2210 -5.1210
H 3.2553 0.3224 -5.0871
H 3.8991 1.1954 -0.9245
H 1.8979 1.4014 0.5022
H -0.4868 -0.3219 -2.3913
H 1.4015 -0.5819 -3.9113
N 0.4546 -3.1550 0.6702
C -0.5821 -3.0061 -0.1480
N -1.2222 -1.8720 -0.3910
C -2.2359 -2.0828 -1.3178
C -3.1001 -1.1213 -1.8282
C -4.0551 -1.4823 -2.7589
C -4.1540 -2.7937 -3.2087
C -3.3017 -3.7671 -2.7196
C -2.3597 -3.4015 -1.7763
S -1.1597 -4.4074 -1.0074
H 0.7267 -2.3869 1.2752
H 0.8201 -4.0807 0.8192
H -3.0051 -0.0979 -1.5073
H -4.7340 -0.7391 -3.1470
H -4.8926 -3.0543 -3.9487
H -3.3623 -4.7872 -3.0581
C 8.2837 -0.6871 -1.2706
C 7.7353 -0.2336 0.0072
O 7.5072 0.8387 0.4313
S 7.2709 -1.7678 1.0634
C 5.6889 -1.3939 1.6845
C 5.2147 -0.0919 1.8924
C 3.8820 0.1137 2.1418
C 2.9815 -0.9680 2.2000
C 3.4959 -2.2770 2.1657
C 4.8291 -2.4827 1.9155
C 1.6085 -0.6957 2.0981
C 0.4757 -0.3696 1.7483
H 9.0538 0.0072 -1.6070
H 7.4660 -0.6481 -1.9952
H 8.6675 -1.6999 -1.2262
H 5.8874 0.7465 1.8369
H 3.5083 1.1160 2.2728
H 2.8336 -3.1186 2.2972
H 5.2237 -3.4836 1.8398

=====

# 2
Here is C31H48AuClN2O3PTe as an isolated structure in a non-equilibrium geometry from the Open Molecules 2025 dataset. Energies are from ωB97M-V with the def2-TZVPD basis set.

- 2S+1: 1
- HOMO energy (alpha / beta): -4.0094 / -4.0052 eV
- Orbital gap (alpha / beta): 5.251 / 5.244 eV
- LUMO (alpha / beta): 1.242 / 1.238 eV
- Charge: -1

Element x y z (Å)
Au -1.0371 0.9286 -1.1306
C -0.4439 -1.7457 -5.1642
C 0.6601 -1.5364 -4.1239
C 1.6672 -2.6908 -4.1718
C 1.3662 -0.2018 -4.3015
C 1.8181 0.1538 -5.5639
C 2.4333 1.3711 -5.7886
C 2.6276 2.2297 -4.7203
C 2.2076 1.9189 -3.4334
C 2.5328 2.9247 -2.3441
C 3.1583 2.3054 -1.0948
C 1.2984 3.7541 -1.9705
C 1.5512 0.6895 -3.2168
N 0.9889 0.3724 -1.9801
C 1.3824 -0.6318 -1.2666
C 0.6476 -1.2063 -0.1934
N -0.6049 -0.9491 0.0559
C -1.2968 -1.5464 1.1107
C -2.4366 -0.8693 1.6429
C -3.0902 -1.3583 2.7630
C -2.6750 -2.5101 3.4024
C -1.6444 -3.2273 2.8286
C -0.9790 -2.8185 1.6775
C -0.0355 -3.8947 1.1285
C -0.1592 -4.1408 -0.3851
C 1.4190 -3.7348 1.6438
C -3.0557 0.3658 1.0113
C -4.3130 -0.0188 0.2333
C -3.3328 1.5052 1.9888
H -1.0110 -2.6493 -4.9324
H -0.0345 -1.8559 -6.1699
H -1.1281 -0.8966 -5.1611
H 0.1801 -1.5391 -3.1467
H 2.1341 -2.7533 -5.1573
H 1.1706 -3.6417 -3.9638
H 2.4584 -2.5470 -3.4345
H 1.6732 -0.5268 -6.3945
H 2.7682 1.6437 -6.7815
H 3.1236 3.1789 -4.8866
H 3.2705 3.6065 -2.7804
H 2.4010 1.8137 -0.4907
H 3.6134 3.0826 -0.4836
H 3.9325 1.5784 -1.3572
H 0.5615 3.1276 -1.4675
H 0.8325 4.1899 -2.8570
H 1.5782 4.5619 -1.2923
H 2.3691 -1.0548 -1.4682
H 1.2038 -1.8972 0.4218
H -3.9464 -0.8205 3.1482
H -3.1746 -2.8735 4.2915
H -1.3475 -4.1658 3.2855
H -0.3987 -4.8240 1.5705
H -0.0902 -3.2409 -0.9856
H -1.1247 -4.6047 -0.5939
H 0.6226 -4.8318 -0.7076
H 1.6023 -2.7302 2.0196
H 2.1492 -3.9598 0.8633
H 1.5985 -4.4218 2.4722
H -2.3351 0.7657 0.2752
H -5.0880 -0.3962 0.9074
H -4.0900 -0.7968 -0.5003
H -4.7028 0.8530 -0.2952
H -4.1489 1.2682 2.6784
H -3.6065 2.3994 1.4266
H -2.4374 1.7239 2.5661
Cl -2.9582 3.5375 -1.6154
C -2.1450 2.1549 -2.4503
H -1.5476 2.6068 -3.2405
H -2.9587 1.5969 -2.9106
C -1.3347 3.2176 5.2418
C -0.0122 2.9686 4.5400
O -0.2563 2.1419 3.4131
P 0.9007 1.6976 2.3312
O 0.2462 1.6730 1.0004
Te 2.8858 2.9378 2.6800
O 1.1468 0.1447 2.7803
C 1.7513 -0.1551 4.0311
C 0.7229 -0.5988 5.0586
H -1.1821 3.8806 6.0944
H -1.7624 2.2767 5.5933
H -2.0432 3.6785 4.5526
H 0.6928 2.4860 5.2268
H 0.4364 3.9141 4.2269
H 2.3086 0.7160 4.3906
H 2.4801 -0.9556 3.8695
H -0.0155 0.1878 5.2192
H 1.2162 -0.8280 6.0056
H 0.1948 -1.4835 4.7059

=====

# 3
Here is C25H35F3KN8O4S as an isolated structure from the Open Molecules 2025 dataset. Energies are from ωB97M-V with the def2-TZVPD basis set.

- 2S+1: 1
- HOMO energy: -5.7647 eV
- Orbital gap: 7.893 eV
- LUMO: 2.128 eV
- Charge: -1

Element x y z (Å)
K 1.0684 -0.1263 -0.5832
O -1.8280 0.1449 -4.3387
C -1.1192 0.2438 -3.3517
N -0.9985 -0.6578 -2.3319
C -0.8090 -1.9373 -2.6593
O -0.4075 -2.4230 -3.7246
C -0.9993 -2.9439 -1.5419
C -1.6784 -4.1282 -1.8156
C -1.7961 -5.0786 -0.8194
C -1.1937 -4.8379 0.4083
C -0.5215 -3.6398 0.5786
N -0.4408 -2.6963 -0.3588
C -0.2850 1.5092 -3.2008
C 0.1745 2.1205 -4.3618
C 0.9841 3.2375 -4.2504
C 1.2847 3.7232 -2.9853
C 0.7646 3.0598 -1.8856
N 0.0086 1.9664 -1.9838
H -2.0885 -4.2780 -2.8045
H -2.3344 -6.0015 -0.9987
H -1.2357 -5.5614 1.2117
H -0.0147 -3.4194 1.5121
H -0.1065 1.6998 -5.3168
H 1.3833 3.7198 -5.1342
H 1.9214 4.5864 -2.8471
H 0.9767 3.3954 -0.8749
C -1.9212 2.9405 1.0163
C -2.4961 1.7718 0.1795
N -1.9120 0.5082 0.5535
C -2.1752 0.0295 1.8874
C -0.9232 -0.5591 2.5860
N 0.3274 0.0814 2.2144
C 0.7259 1.2805 2.9387
C -0.2480 2.4450 2.7686
N -0.5160 2.7696 1.3695
H -2.5027 3.0683 1.9357
H -2.0674 3.8624 0.4423
H -2.2527 1.9279 -0.8704
H -3.5958 1.8020 0.2697
H -1.9291 -0.1780 -0.1887
H -2.9681 -0.7327 1.9260
H -2.5516 0.8702 2.4725
H -0.8378 -1.6043 2.2905
H -1.0965 -0.5485 3.6756
H 1.0760 -0.5974 2.2414
H 1.7021 1.5730 2.5441
H 0.8338 1.0975 4.0208
H 0.1894 3.3074 3.2846
H -1.1799 2.2206 3.3043
H -0.1643 2.0027 0.8092
C 1.9436 -4.9149 -1.5229
N 2.6763 -3.9107 -0.7621
C 3.1213 -2.7907 -1.5696
C 2.7003 -3.8764 0.5871
S 2.9460 -2.4768 1.4712
N 2.4763 -5.0990 1.2018
C 3.2853 -6.2402 0.7870
C 2.2164 -5.1096 2.6274
H 1.2839 -4.4007 -2.2254
H 1.3430 -5.5276 -0.8567
H 2.6166 -5.5573 -2.0993
H 3.7498 -3.1670 -2.3808
H 3.6764 -2.0721 -0.9832
H 2.2578 -2.3016 -2.0195
H 3.6690 -6.0997 -0.2159
H 2.6932 -7.1579 0.8111
H 4.1391 -6.3602 1.4641
H 1.4957 -4.3396 2.8861
H 3.1257 -4.9290 3.2105
H 1.8105 -6.0890 2.8893
F 5.5502 2.2956 0.6354
C 5.0667 1.9911 -0.5828
F 4.8602 3.1684 -1.2217
F 6.0570 1.3656 -1.2439
C 3.7380 1.1674 -0.5267
O 3.5897 0.3334 -1.4337
O 2.9768 1.4831 0.3981

=====

Calculated relative energy (zero: lowest compared OMol25 entry of this formula, charge and spin) (kcal/mol), listed in the same order as above: 16.0 29.0 16.6